Density functional theory data (the ωB97M-V functional and the def2-TZVPD basis) for a single C11H21BrIN5O3 molecule.

The value obtained for the maximum force is 1.36 eV Å⁻¹. The HOMO energy comes out at -6.58 eV.

XYZ file:
```
42
Properties=species:S:1:pos:R:3:forces:R:3:mulliken_charge:R:1
N -1.8530 -3.1724 1.7842 0.31 0.20 0.13 -0.525
C -0.6408 -2.5472 1.2351 -0.52 -0.57 -0.17 -0.877
C -0.9518 -1.7266 -0.0155 0.29 0.55 -0.16 -0.553
N 0.3259 -1.4665 -0.7002 0.60 0.33 1.17 0.162
C 0.8608 -0.3328 -0.2354 -0.14 -0.78 -0.09 -0.292
N 2.0821 0.0956 -0.5066 0.26 0.04 0.29 0.134
C 2.5370 1.3989 0.0011 -0.59 -0.16 -0.04 -1.126
C 2.0617 2.5805 -0.8645 0.55 0.39 0.03 -0.193
C 1.7466 3.7309 0.0678 0.11 0.76 0.16 0.140
N 0.3952 3.9126 0.4451 0.24 -0.82 -0.30 -0.558
O 2.6220 4.4494 0.4945 -0.28 -0.53 0.09 -0.531
C 2.9870 -0.7412 -1.2987 -0.60 0.59 0.26 -0.341
C 2.2708 -1.3138 -2.5172 0.09 -1.10 -0.41 -0.034
O 2.3833 -2.4761 -2.7683 0.21 0.68 -0.12 -0.435
I 1.0265 -0.0215 -3.6269 0.85 0.86 -0.32 0.159
N -0.0511 0.3892 0.5186 -0.19 0.38 -0.39 -0.228
C -1.3531 -0.2656 0.2215 -0.41 -0.28 0.66 0.140
C -2.4291 -0.0576 1.2849 0.02 0.44 -0.12 -0.846
C -3.4720 0.9585 0.8404 -0.22 -0.33 -0.23 -0.718
O -4.3440 0.4204 -0.1425 0.16 0.12 -0.19 -0.508
H -1.7844 -3.2091 2.7919 -0.11 -0.05 0.06 0.207
H -1.9128 -4.1303 1.4672 -0.15 -0.03 -0.09 0.268
H -0.1484 -1.9534 2.0049 0.01 0.19 0.03 0.432
H 0.0773 -3.3106 0.9260 0.16 -0.02 0.04 0.341
H -1.6469 -2.2454 -0.6704 0.12 -0.03 -0.25 0.373
H 0.9268 -2.2417 -0.9414 -0.31 -0.08 -0.66 0.413
H 2.1625 1.5106 1.0160 0.06 -0.02 0.12 0.448
H 3.6178 1.3667 0.0656 0.10 0.01 0.00 0.609
H 2.8968 2.9094 -1.4771 -0.10 -0.04 -0.30 0.363
H 1.2246 2.3058 -1.4962 -0.08 -0.12 -0.03 0.300
H 0.2594 3.6096 1.4027 -0.06 0.61 0.21 0.290
H -0.1994 3.3296 -0.1321 -0.10 -0.05 0.09 0.305
H 3.3628 -1.5643 -0.6929 0.07 -0.16 -0.09 0.308
H 3.8140 -0.1190 -1.6274 0.06 0.03 -0.04 0.510
H 0.1763 0.4065 1.5054 0.13 0.15 0.03 0.419
H -1.7054 0.2087 -0.6924 0.02 -0.40 -0.34 0.454
H -2.0080 0.2781 2.2353 0.14 -0.14 0.09 0.386
H -2.9309 -1.0072 1.4573 0.01 -0.10 0.22 0.383
H -4.0604 1.3117 1.6881 0.07 0.10 0.14 0.355
H -2.9879 1.8024 0.3489 0.00 0.22 0.17 0.278
H -4.4980 -0.5122 0.0301 -0.07 -0.06 0.08 0.335
Br -0.8399 -2.5606 -3.4271 -0.71 -0.79 0.26 -0.746
```
Positions in Å, forces in eV/Å.

Density functional theory data (the ωB97M-V functional and the def2-TZVPD basis) for a molecular structure, C33H37ClCuF6IN8O7S2.

The value obtained for the maximum force is 0.95 eV Å⁻¹. As for the spin multiplicity: 2. The HOMO energy (alpha / beta) comes out at -10.80 / -10.80 eV. The energy above the lowest of the compared OMol25 structures with the same formula, charge and spin comes out at 42.47 kcal per mole. As for the expectation value of S²: 0.752. Its total charge is +1.

XYZ file:
```
96
Properties=species:S:1:pos:R:3:forces:R:3:mulliken_spin:R:1
Cu -0.6796 1.3155 -2.0030 0.67 -0.68 0.07 0.761
F -2.4636 6.0693 -2.5503 -0.03 0.04 -0.03 0.000
C -1.4625 5.9066 -3.4059 0.07 -0.07 0.03 0.000
F -0.7030 6.9866 -3.4214 -0.04 0.11 -0.04 0.000
F -1.9495 5.6759 -4.6215 -0.09 0.08 -0.04 0.000
S -0.4574 4.4502 -2.9321 -0.04 -0.22 0.24 0.001
O -1.4374 3.3681 -2.8098 0.09 0.03 -0.22 0.002
O 0.5679 4.3056 -3.9153 -0.13 0.00 -0.02 0.000
N 0.0716 4.9071 -1.5249 0.13 -0.11 0.01 0.000
S 0.2590 3.8613 -0.3777 -0.20 -0.03 -0.44 -0.001
O -0.8125 2.8604 -0.3397 0.23 0.01 0.00 0.012
O 1.5942 3.3451 -0.2600 -0.10 -0.03 0.12 0.000
C -0.0431 4.9445 1.0684 -0.01 -0.05 -0.04 0.001
F 0.1379 4.2163 2.1685 -0.02 0.07 0.11 0.000
F -1.2851 5.4032 1.0410 0.02 0.01 0.06 0.000
F 0.8131 5.9494 1.0536 0.00 0.06 0.08 0.000
O -5.7555 -3.2247 -1.6798 -0.08 0.03 0.02 0.000
C -6.0085 -1.8765 -1.3505 0.11 -0.06 -0.06 0.000
C -4.7695 -1.0726 -1.6258 -0.06 0.00 0.03 0.000
C -4.7824 0.3061 -1.4490 -0.03 0.04 0.01 0.001
C -3.6247 1.0199 -1.6686 0.17 -0.07 -0.07 -0.004
N -2.4865 0.4234 -2.0514 -0.67 0.09 0.24 0.029
C -2.4651 -0.9057 -2.2305 0.28 0.19 -0.05 0.011
C -3.5912 -1.6834 -2.0343 -0.04 -0.07 0.00 -0.001
C -1.1302 -1.4528 -2.6081 -0.03 0.10 -0.03 0.003
C -0.9223 -2.7859 -2.9020 0.02 -0.08 -0.01 0.001
C 0.3537 -3.2255 -3.2266 -0.01 -0.08 -0.02 -0.003
C 0.5909 -4.6812 -3.5550 -0.08 0.01 0.04 -0.001
O -0.3184 -5.5379 -2.8985 0.04 0.04 -0.04 0.000
C 1.3838 -2.2972 -3.2541 0.06 0.03 -0.08 0.007
C 1.1080 -0.9785 -2.9500 -0.03 0.08 0.08 -0.004
N -0.1149 -0.5709 -2.6282 -0.47 0.06 0.18 0.126
H -6.5446 -3.7481 -1.5098 0.02 0.00 0.01 0.000
H -6.2611 -1.7572 -0.2914 0.00 -0.01 0.03 0.000
H -6.8348 -1.4613 -1.9363 -0.01 0.00 -0.03 0.000
H -5.6802 0.8219 -1.1319 0.03 -0.02 0.00 0.000
H -3.5779 2.0949 -1.5357 0.02 -0.03 0.00 0.001
H -3.5754 -2.7538 -2.1707 0.01 0.01 0.00 0.000
H -1.7315 -3.5014 -2.8740 0.00 0.02 0.00 0.001
H 1.6322 -4.9413 -3.3515 0.01 -0.03 0.04 0.000
H 0.4277 -4.8252 -4.6242 0.01 0.00 -0.04 0.000
H -0.0538 -5.6406 -1.9781 0.01 -0.02 -0.01 0.000
H 2.3944 -2.5883 -3.5117 -0.02 0.01 0.04 0.001
H 1.8890 -0.2270 -2.9455 -0.02 -0.01 0.00 0.002
C 5.3256 -0.9407 3.3771 -0.03 0.04 0.02 0.000
C 4.0871 -1.6783 3.9051 -0.04 0.04 0.03 0.000
C 4.2248 -3.1647 3.5297 -0.06 0.01 -0.04 0.000
C 4.0782 -1.5692 5.4363 -0.01 -0.01 0.02 0.000
C 2.7427 -1.0798 3.3461 -0.05 0.08 -0.10 0.000
O 1.6401 -1.8752 3.7550 0.20 -0.19 -0.07 0.000
C 2.5276 0.4037 3.7542 -0.14 -0.06 0.00 0.000
C 1.4189 0.6501 4.7889 0.11 0.18 0.07 0.000
C 0.0019 0.4377 4.3212 0.03 -0.07 -0.06 0.000
C -0.8247 -0.5004 4.9258 0.01 -0.05 0.08 0.000
C -2.1122 -0.7316 4.4728 -0.03 -0.13 0.14 0.000
C -2.5859 0.0017 3.4044 -0.02 0.10 -0.16 0.000
Cl -4.1792 -0.3273 2.7711 0.00 0.04 -0.01 0.000
C -1.8110 0.9853 2.8173 0.08 0.01 -0.04 0.001
C -0.5178 1.1926 3.2791 -0.07 0.09 -0.09 -0.001
C 2.7486 -1.1936 1.8147 -0.15 -0.06 0.02 0.000
N 1.5043 -0.7930 1.1571 0.13 -0.28 0.06 0.002
C 1.3393 0.2596 0.3587 0.07 0.43 0.20 -0.003
N 0.1065 0.2868 -0.1098 -0.13 -0.12 -0.19 0.036
C -0.4520 -0.8297 0.4452 0.10 -0.06 0.06 -0.002
N 0.3658 -1.5261 1.1992 0.03 0.38 -0.07 0.003
H 6.2194 -1.3874 3.8172 -0.02 0.00 -0.01 0.000
H 5.3377 0.1191 3.6345 -0.02 0.00 0.01 0.000
H 5.4301 -1.0307 2.2941 -0.01 -0.01 0.01 0.000
H 4.8919 -3.6636 4.2345 0.01 0.03 -0.03 0.000
H 4.6613 -3.2947 2.5366 -0.06 0.01 0.00 0.000
H 3.2632 -3.6774 3.5564 0.01 0.00 0.04 0.000
H 5.0182 -1.9583 5.8299 -0.01 0.01 0.00 0.000
H 3.2833 -2.1656 5.8944 0.02 0.01 -0.02 0.000
H 3.9815 -0.5399 5.7840 0.00 0.00 -0.01 0.000
H 1.6461 -1.9480 4.7147 0.00 0.01 0.01 0.000
H 2.3078 1.0079 2.8680 -0.01 -0.02 0.04 0.000
H 3.4518 0.8059 4.1630 0.05 0.06 -0.03 0.000
H 1.5172 1.6948 5.0980 0.02 -0.03 0.10 0.000
H 1.6027 0.0486 5.6828 -0.02 0.04 0.02 0.000
H -0.4553 -1.0734 5.7700 -0.01 -0.01 -0.04 0.000
H -2.7417 -1.4755 4.9424 0.02 0.00 -0.01 0.000
H -2.2096 1.5775 2.0056 0.02 0.04 -0.06 0.000
H 0.0858 1.9687 2.8208 -0.03 -0.09 -0.01 0.001
H 2.9596 -2.2198 1.5233 -0.02 -0.01 -0.06 0.000
H 3.5088 -0.5282 1.4115 0.09 -0.09 -0.03 0.000
H 2.0961 1.0097 0.1787 -0.02 -0.06 -0.03 0.002
H -1.4825 -1.1179 0.3118 0.01 -0.02 -0.04 0.001
I 0.9714 1.6133 -8.3605 0.01 0.02 -0.01 0.000
C -0.0862 1.5179 -6.6019 0.05 -0.05 0.04 0.002
C -1.4492 1.5221 -6.4425 -0.07 0.01 0.06 0.000
N -1.6785 1.4193 -5.1176 -0.05 0.02 0.03 0.000
N -0.5457 1.3590 -4.4063 0.18 0.25 -0.07 0.015
C 0.4293 1.4193 -5.2990 0.07 0.03 0.04 -0.002
H -2.2482 1.5901 -7.1616 0.00 -0.01 0.03 0.000
H -2.5600 1.4741 -4.6362 0.00 0.03 0.00 0.000
H 1.4640 1.4308 -4.9921 -0.05 -0.03 -0.01 0.000
```
Positions in Å, forces in eV/Å.

Density functional theory data (the ωB97M-V functional and the def2-TZVPD basis) for a molecular structure, C31H25BrNO2P2ReS4Sb.

The value obtained for the maximum force is 1.07 eV Å⁻¹. The HOMO energy (alpha / beta) comes out at -16.58 / -16.58 eV. The energy above the lowest of the compared OMol25 structures with the same formula, charge and spin comes out at 83.13 kcal per mole. Its total charge is +3.

XYZ file:
```
68
Properties=species:S:1:pos:R:3:forces:R:3:mulliken_charge:R:1
Re -2.6239 0.1342 1.2791 -1.01 0.03 -0.34 0.269
N 0.3805 -0.5888 0.0242 -0.01 -0.26 -0.05 0.340
P 0.6934 1.0121 -0.1979 -0.04 0.13 0.17 0.334
C 2.3600 1.3280 0.2017 0.40 -0.01 0.03 0.912
C 2.7953 2.6446 -0.0188 0.02 -0.06 -0.01 -0.791
C 4.1119 2.9746 0.2451 0.07 -0.01 0.02 -0.751
C 4.9916 1.9966 0.7036 0.05 0.05 0.00 -0.601
C 4.5650 0.6882 0.9042 0.01 0.00 0.03 -0.885
C 3.2471 0.3440 0.6525 -0.01 0.18 0.07 -0.527
C 0.2656 1.5625 -1.7846 -0.14 -0.03 -0.37 0.753
C 0.9497 0.9920 -2.8699 -0.12 0.05 -0.04 -0.561
C 0.6652 1.4402 -4.1453 -0.01 0.03 -0.01 -0.808
C -0.2754 2.4538 -4.3317 -0.01 0.00 -0.02 -0.569
C -0.9311 3.0311 -3.2504 0.01 0.01 -0.07 -0.980
C -0.6643 2.5882 -1.9649 0.04 0.08 -0.06 -0.497
P -1.2195 -1.2243 -0.0798 -0.14 0.16 -0.06 0.234
C -1.5739 -1.3924 -1.8149 0.00 -0.02 -0.07 0.858
C -2.7858 -0.9906 -2.3725 0.00 0.00 -0.03 0.346
C -3.0445 -1.2621 -3.7102 0.01 0.02 0.02 -0.626
C -2.1014 -1.9313 -4.4771 0.03 -0.01 0.01 -0.605
C -0.8925 -2.3414 -3.9152 -0.03 0.01 -0.05 -0.737
C -0.6254 -2.0786 -2.5857 -0.01 -0.02 0.00 -0.675
C -1.0451 -2.8460 0.6646 -0.02 -0.01 0.12 1.281
C -2.2086 -3.5670 0.9536 0.10 -0.06 -0.06 -0.486
C -2.1229 -4.8652 1.4288 -0.03 0.02 -0.01 -0.963
C -0.8786 -5.4516 1.6136 0.04 -0.03 0.01 -0.532
C 0.2814 -4.7490 1.3076 0.00 0.01 0.00 -0.864
C 0.2065 -3.4499 0.8316 0.00 -0.01 0.08 -0.457
H 0.9016 -0.9828 0.8023 0.04 -0.08 0.03 0.205
H 2.1187 3.4022 -0.4083 0.04 -0.09 0.01 0.397
H 4.4602 3.9864 0.0744 -0.01 -0.07 0.01 0.499
H 6.0283 2.2547 0.8900 -0.08 -0.02 -0.01 0.475
H 5.2642 -0.0655 1.2446 -0.03 0.04 -0.03 0.505
H 2.9407 -0.6859 0.7953 0.00 0.03 -0.03 0.438
H 1.6948 0.2148 -2.7205 -0.08 0.07 0.01 0.402
H 1.1824 1.0140 -4.9957 -0.03 0.03 0.03 0.511
H -0.4878 2.8066 -5.3346 0.03 -0.02 0.07 0.473
H -1.6393 3.8356 -3.4095 0.05 -0.05 0.00 0.501
H -1.1513 3.0494 -1.1133 0.08 -0.04 -0.11 0.527
H -3.5368 -0.4788 -1.7807 0.06 -0.05 -0.02 -0.307
H -3.9862 -0.9545 -4.1496 0.06 -0.02 0.03 0.470
H -2.3084 -2.1456 -5.5187 0.01 0.01 0.05 0.462
H -0.1656 -2.8743 -4.5161 -0.05 0.03 0.02 0.474
H 0.3108 -2.4142 -2.1492 -0.07 0.03 -0.02 0.433
H -3.1848 -3.1404 0.7683 0.00 -0.02 -0.05 0.476
H -3.0261 -5.4231 1.6435 0.05 0.03 -0.01 0.460
H -0.8110 -6.4672 1.9820 0.00 0.03 -0.01 0.440
H 1.2483 -5.2202 1.4263 -0.02 0.00 0.00 0.457
H 1.1277 -2.9488 0.5571 -0.04 -0.02 0.01 0.549
S -6.3988 0.3659 -1.7098 -0.06 -0.04 -0.08 -0.292
Sb -6.1909 1.6534 0.0131 -0.18 -0.01 0.14 0.770
S -3.3590 1.6806 -0.0053 0.51 -0.65 0.53 -0.276
S -4.2746 -1.1503 2.0197 0.77 0.49 -0.29 0.202
S -6.0600 -0.4240 1.9579 -0.22 0.07 -0.05 -0.090
Br -1.4731 0.3477 3.5141 -0.09 0.11 0.17 0.003
C 0.3355 1.0381 3.6628 -0.12 -0.15 -0.17 0.877
C 1.0308 0.4675 4.7006 0.20 -0.02 0.13 -0.789
C 2.2639 1.0236 5.0372 0.05 -0.05 0.06 -0.677
C 2.7397 2.1376 4.3647 0.02 0.01 0.00 -0.895
C 1.9999 2.7018 3.3324 0.16 0.17 0.06 -0.416
C 0.7858 2.1455 2.9540 -0.23 0.12 -0.07 0.585
C 0.0726 2.7631 1.8080 0.29 -0.29 -0.01 0.122
O -0.1780 3.8861 1.5936 -0.05 0.14 0.02 -0.379
O -0.3028 1.7698 0.8107 -0.21 0.05 0.29 0.931
H 0.6290 -0.3697 5.2603 0.05 0.08 -0.04 0.503
H 2.8325 0.5872 5.8494 -0.02 0.03 -0.04 0.464
H 3.6854 2.5813 4.6508 -0.05 -0.02 -0.01 0.488
H 2.3613 3.5808 2.8069 -0.04 -0.11 0.07 0.610
```
Positions in Å, forces in eV/Å.